Entry 1:
# C22H43N2OP2SV

A molecular structure, C22H43N2OP2SV at a distorted geometry (ωB97M-V/def2-TZVPD, the OMol25 dataset).

Summary:
Net charge: +1
Spin multiplicity: 4
Kohn-Sham gap (alpha / beta) in eV: 7.28 / 7.82
HOMO (alpha / beta) in eV: -10.282 / -11.075
LUMO energy (alpha / beta) in eV: -3.005 / -3.253

XYZ file:
```
72
Properties=species:S:1:pos:R:3:lowdin_charge:R:1
V -0.5077 0.0930 -0.3771 -0.070
P -0.1158 2.2172 0.1378 0.961
P -1.4682 -1.9003 -0.5873 0.958
N -2.4724 0.6161 0.6063 -0.181
C -1.3696 2.6260 1.4993 -0.262
H -0.8496 3.0071 2.3940 0.093
H -2.0408 3.4300 1.1480 0.084
C -2.1788 1.3693 1.8497 -0.271
H -1.5995 0.7050 2.5117 0.070
H -3.1181 1.6459 2.3738 0.129
C -3.4426 -0.5088 0.7282 -0.238
H -4.0893 -0.4810 -0.1653 0.121
H -4.0947 -0.3529 1.6096 0.127
C -2.7268 -1.8584 0.8020 -0.284
H -3.4532 -2.6904 0.7793 0.097
H -2.1557 -1.9333 1.7428 0.079
C -0.5158 -3.5101 -0.3441 -0.477
C 0.8623 -3.3025 0.3055 -0.147
H 0.7917 -3.1407 1.3943 0.056
H 1.3894 -2.4453 -0.1472 0.033
H 1.4849 -4.2012 0.1413 0.091
C -2.5159 -2.2310 -2.1164 -0.513
C -1.6213 -2.2268 -3.3666 -0.134
H -2.0785 -1.6090 -4.1606 0.093
H -1.4946 -3.2470 -3.7718 0.075
H -0.6253 -1.8152 -3.1340 0.045
C -0.4227 3.6044 -1.1012 -0.492
C 0.8309 3.8344 -1.9585 -0.113
H 0.5985 4.3300 -2.9193 0.095
H 1.3182 2.8647 -2.1704 0.065
H 1.5472 4.4821 -1.4213 0.069
C 1.5013 2.6582 0.9984 -0.515
C 2.7374 2.2556 0.1785 -0.109
H 3.6185 2.1919 0.8429 0.092
H 2.9647 2.9873 -0.6147 0.076
H 2.5930 1.2743 -0.2982 0.029
C 0.7950 -0.1021 -1.5449 -0.389
C -3.4174 -3.4713 -2.0522 -0.116
H -3.1553 -4.1206 -1.1971 0.067
H -4.4864 -3.2105 -1.9645 0.085
H -3.2970 -4.0759 -2.9701 0.085
C -0.8100 4.8930 -0.3576 -0.135
H -0.2795 5.7609 -0.7859 0.092
H -1.8970 5.0727 -0.4484 0.086
H -0.5670 4.8402 0.7163 0.036
C 1.5750 4.1099 1.4938 -0.106
H 2.5184 4.2747 2.0461 0.093
H 1.5575 4.8241 0.6518 0.068
H 0.7415 4.3643 2.1730 0.070
C -0.3784 -4.2376 -1.6935 -0.113
H 0.1049 -3.6128 -2.4613 0.074
H 0.2313 -5.1491 -1.5790 0.093
H -1.3782 -4.5314 -2.0635 0.055
H -1.1334 -4.1294 0.3344 0.116
H 1.4608 1.9839 1.8763 0.071
H -3.1460 -1.3217 -2.1598 0.092
H -1.2576 3.2857 -1.7545 0.105
O 1.6179 -0.2170 -2.3789 0.074
H -2.8371 1.2734 -0.0896 0.111
H -1.3348 0.5350 -1.7687 0.029
S 0.5605 -0.5422 1.7904 0.807
C 2.1700 -0.9245 1.8764 -0.694
N 3.0216 -0.9831 0.8075 0.075
C 4.3250 -1.3562 0.9445 -0.023
C 4.8331 -1.6987 2.1959 -0.043
C 3.9917 -1.6529 3.3031 -0.025
C 2.6611 -1.2667 3.1471 -0.073
H 2.7102 -0.7754 -0.1524 0.117
H 4.9702 -1.3997 0.0754 0.138
H 5.8659 -2.0041 2.3032 0.116
H 4.3682 -1.9255 4.2806 0.122
H 2.0142 -1.2483 4.0168 0.113
```

Entry 2:
# C22H43N5O6

7 unconnected molecules or ions with the total composition C22H43N5O6 at a distorted geometry (ωB97M-V/def2-TZVPD, the OMol25 dataset).

Summary:
Kohn-Sham gap in eV: 10.05
HOMO in eV: -9.447
LUMO energy in eV: 0.600

XYZ file:
```
76
Properties=species:S:1:pos:R:3:lowdin_charge:R:1
C -22.0402 -21.0901 7.1216 -0.099
O -23.1887 -21.5960 6.4471 -0.177
C -23.2456 -21.2148 5.1014 -0.222
C -24.6094 -21.6263 4.5722 -0.163
O -24.5255 -21.4618 3.1520 -0.136
C -25.6395 -21.7841 2.3672 -0.202
C -26.3050 -23.1324 2.5854 -0.223
O -26.9538 -23.2129 3.8354 -0.199
C -27.4071 -24.5128 4.1002 -0.121
H -21.9114 -20.0202 6.9373 0.083
H -21.1860 -21.6900 6.7933 0.078
H -22.2157 -21.2654 8.1823 0.089
H -22.4694 -21.6370 4.4506 0.125
H -23.1802 -20.1238 4.9711 0.129
H -25.4051 -20.9499 4.9027 0.135
H -24.8569 -22.6448 4.8552 0.121
H -25.3668 -21.7473 1.3115 0.125
H -26.4047 -20.9959 2.4755 0.130
H -25.5265 -23.9125 2.5175 0.132
H -27.0017 -23.3751 1.7723 0.126
H -26.5788 -25.2121 4.2772 0.091
H -28.0591 -24.8965 3.3099 0.087
H -27.9627 -24.5010 5.0393 0.089
C -13.7296 -17.9092 6.5035 -0.111
O -14.0660 -19.0469 5.7428 -0.209
C -15.2806 -19.6439 6.2175 -0.189
C -15.6697 -20.7806 5.3044 -0.202
O -14.8367 -21.9190 5.3258 -0.129
C -13.5545 -21.7140 4.7636 -0.181
C -12.8797 -23.0694 4.5655 -0.189
O -13.7069 -24.0381 3.9522 -0.189
C -14.2117 -24.9765 4.8707 -0.126
H -13.3794 -18.2150 7.5019 0.089
H -14.6143 -17.2929 6.7032 0.083
H -12.9265 -17.3770 6.0052 0.086
H -16.0319 -18.8543 6.0735 0.099
H -15.2498 -19.8418 7.2939 0.130
H -15.7139 -20.3685 4.2893 0.097
H -16.6917 -21.0636 5.5388 0.079
H -12.9087 -21.1632 5.4526 0.124
H -13.6510 -21.1576 3.8267 0.118
H -12.4549 -23.4214 5.5079 0.124
H -12.0573 -22.9020 3.8608 0.126
H -14.9204 -25.6576 4.4111 0.073
H -14.6841 -24.4503 5.7086 0.092
H -13.4280 -25.5957 5.3299 0.091
C -19.0989 -20.7949 4.7410 -0.097
C -18.7908 -19.4483 5.2238 -0.254
N -18.5518 -18.3724 5.5451 0.175
H -18.3237 -21.0501 4.0209 0.034
H -20.0782 -20.8196 4.2687 0.071
H -19.0974 -21.5389 5.5348 0.052
C -19.2641 -19.1470 9.0532 -0.048
C -18.6322 -20.3120 8.4201 -0.268
N -18.1530 -21.2157 7.8984 0.154
H -18.7624 -18.2333 8.7266 0.067
H -19.0793 -19.2483 10.1210 0.084
H -20.2937 -19.0728 8.7175 0.070
C -17.9535 -15.1392 4.9366 -0.081
C -18.1092 -15.3258 6.3743 -0.318
N -18.1848 -15.4894 7.5075 0.117
H -16.8770 -15.1803 4.7726 0.082
H -18.3772 -14.1802 4.6431 0.079
H -18.4881 -15.9150 4.3952 0.060
C -14.6079 -21.9500 0.9795 -0.055
C -15.7485 -21.2417 1.5531 -0.256
N -16.6121 -20.6846 2.0635 0.163
H -14.4502 -22.8973 1.4922 0.072
H -13.7288 -21.3130 1.0526 0.086
H -14.8032 -22.1588 -0.0723 0.084
C -17.1544 -24.1761 3.7692 -0.068
C -18.4852 -23.7734 3.3534 -0.273
N -19.5441 -23.4285 3.0770 0.148
H -16.4363 -24.1541 2.9485 0.078
H -17.1241 -25.1996 4.1387 0.080
H -16.7638 -23.5212 4.5489 0.074
```

Entry 3:
# C22H43N6NbO3

A molecular structure, C22H43N6NbO3 at a distorted geometry (ωB97M-V/def2-TZVPD, the OMol25 dataset).

Summary:
Kohn-Sham gap (alpha / beta) in eV: 7.17 / 7.17
HOMO (alpha / beta) in eV: -7.977 / -7.976
LUMO energy (alpha / beta) in eV: -0.805 / -0.806
Energy relative to the best compared isomer or geometry (same formula, charge and spin) in eV: 0.0637

XYZ file:
```
75
Properties=species:S:1:pos:R:3:lowdin_charge:R:1
Nb -0.0194 0.7224 -1.0150 1.920
N -1.3374 2.2172 -0.4506 -0.403
N 1.7441 1.4356 -0.2676 -0.341
N -0.7165 -1.3205 -1.5372 -0.122
N 1.3074 -0.7334 -2.1341 -0.111
H -0.2617 3.9190 -1.0747 0.058
C -0.9223 3.6087 -0.2512 -0.141
H -0.3859 3.7652 0.7003 0.079
H -1.7884 4.2910 -0.2629 0.078
H -3.3730 2.8061 -0.5333 0.080
C -2.7533 1.9425 -0.2406 -0.152
H -2.9854 1.7214 0.8138 0.075
H -3.0519 1.0811 -0.8579 0.056
C 2.3809 2.4048 -1.1469 -0.182
H 3.4090 2.0804 -1.3876 0.079
H 1.8330 2.5038 -2.0923 0.046
H 2.4186 3.3999 -0.6663 0.089
H 3.5706 0.8321 0.6193 0.080
C 2.5726 1.2027 0.9141 -0.125
H 2.7121 2.1334 1.4938 0.092
H 2.1342 0.4573 1.5862 0.051
C -2.0284 -1.8278 -1.8741 -0.479
H -2.5555 -1.0188 -2.4305 0.122
C -2.7842 -2.1050 -0.5802 -0.064
H -2.9822 -1.1728 -0.0307 0.060
H -3.7465 -2.5895 -0.8127 0.081
H -2.1792 -2.7775 0.0507 0.089
C -1.9543 -3.0611 -2.7681 -0.068
H -2.9373 -3.5424 -2.8236 0.082
H -1.6681 -2.7946 -3.7923 0.072
H -1.2511 -3.7907 -2.3542 0.086
H 3.5462 -1.2051 -4.6895 0.080
C 2.5243 -1.1710 -4.2862 -0.052
H 2.1179 -2.1879 -4.3023 0.075
H 1.9365 -0.5485 -4.9746 0.055
C 2.5483 -0.5749 -2.8757 -0.431
H 2.6340 0.5180 -3.0186 0.107
C 3.6837 -1.0424 -1.9569 -0.040
H 3.2515 -1.6116 -1.1225 0.067
H 4.4036 -1.6700 -2.4989 0.075
H 4.1852 -0.1599 -1.5372 0.057
H 0.4514 -2.5765 -2.7791 0.138
C 0.3986 -1.6616 -2.1630 -0.286
C -0.4630 1.4180 -2.9488 -0.328
H -1.5254 1.4187 -2.5523 0.058
H 0.1171 2.3212 -2.7317 0.019
C -0.2995 1.0241 -4.3872 -0.233
H 0.3559 1.7496 -4.8968 0.096
C -0.9098 0.0128 -5.0894 -0.029
H -1.8933 -0.3734 -4.8310 0.039
H -0.3302 -0.5722 -5.8161 0.048
C -1.8936 -0.8348 5.7922 -0.090
C -1.8272 -0.4635 4.3167 -0.171
C -0.4001 -0.4219 3.7088 -0.273
C 0.5917 0.3774 4.5889 -0.168
C 0.1037 1.7599 4.9942 -0.084
C 0.1552 -1.8617 3.6171 -0.388
O 0.1986 -2.6440 4.5630 0.068
N 0.6264 -2.2423 2.4016 0.197
C 0.6551 -1.5731 1.1967 -0.551
O 1.2713 -2.1246 0.2877 0.030
N 0.0080 -0.3587 1.1581 0.047
C -0.5020 0.2338 2.2827 -0.410
O -1.0406 1.3453 2.2269 0.005
H -1.2568 -1.7028 6.0024 0.070
H -2.9278 -1.0979 6.0398 0.077
H -1.5956 -0.0037 6.4428 0.064
H -2.4078 -1.1957 3.7343 0.126
H -2.3001 0.5163 4.1579 0.117
H 0.7942 -0.2297 5.4863 0.124
H 1.5439 0.4662 4.0391 0.118
H -0.6196 1.7088 5.8171 0.066
H 0.9589 2.3577 5.3313 0.077
H -0.3649 2.2561 4.1360 0.068
H 1.0955 -3.1647 2.3428 0.181
```